Formula: C19H41Cl12N4
Source: the Open Molecules 2025 dataset
Level of theory: the ωB97M-V functional and the def2-TZVPD basis

XYZ file:
```
76
Properties=species:S:1:pos:R:3:forces:R:3:lowdin_charge:R:1
C 3.2564 3.9149 -3.6845 -0.200 -0.408 0.044 -0.1064
C 2.7831 2.4138 -3.7393 0.346 0.842 0.296 -0.2081
C 3.0723 1.6487 -2.4074 -0.656 -0.448 -0.784 -0.2181
N 4.1345 0.6353 -2.5646 0.426 0.688 0.223 -0.0137
C 5.4406 1.2573 -2.5602 -1.286 0.615 -0.385 -0.3457
C 5.9134 1.7198 -1.1510 0.077 0.283 -0.310 -0.0947
C 7.4449 1.8775 -1.0120 -0.594 -1.181 2.123 -0.0947
N 8.2554 1.1405 -2.0615 -0.023 2.751 -1.849 0.1542
C 7.6550 1.0157 -3.2396 -1.422 -1.762 0.388 -0.3409
N 8.1395 1.5319 -4.3984 0.648 0.790 -0.111 0.1698
N 6.4119 0.3304 -3.2402 1.726 0.189 1.240 0.1332
H 2.3929 4.5993 -3.7158 0.451 -0.196 0.007 0.0738
H 3.9302 4.1692 -4.5197 -0.305 -0.061 0.315 0.0665
H 3.7902 4.0990 -2.7352 -0.150 0.100 -0.383 0.0544
H 1.6977 2.3997 -3.9125 0.390 -0.079 -0.044 0.1020
H 3.2676 1.9288 -4.6023 -0.253 -0.139 0.494 0.1077
H 3.2898 2.3784 -1.6029 -0.199 -0.319 -0.164 0.1056
H 2.1582 1.0863 -2.1518 0.441 0.283 0.137 0.1075
H 4.0704 -0.0697 -1.8301 0.030 0.170 -0.074 0.0830
H 5.3685 2.1649 -3.1945 0.067 -0.505 0.063 0.1474
H 5.4547 1.0777 -0.3783 0.552 -0.012 -0.330 0.1053
H 5.4775 2.7212 -0.9787 0.152 -0.440 -0.088 0.1231
H 7.7795 2.9260 -0.9845 -0.089 -0.429 -0.478 0.1348
H 7.7298 1.4459 -0.0368 0.026 0.276 -0.447 0.1296
H 9.0798 1.7200 -2.2436 0.380 -0.649 0.391 0.1592
H 8.7164 1.0357 -5.0639 -0.566 -0.202 -0.003 0.1308
H 7.8602 2.4820 -4.6231 0.408 -0.177 0.035 0.1316
H 6.5686 -0.4203 -2.5526 -0.412 -0.021 -0.237 0.1449
Cl 0.5797 -2.9066 1.0408 0.055 -0.041 0.057 0.5755
C 0.6386 -1.1505 1.3344 -0.129 0.128 0.122 -0.6505
C 1.6466 -0.4619 0.4501 -0.222 0.164 -0.099 -0.6556
Cl 3.3271 -0.8938 0.8811 0.130 0.006 -0.102 0.5505
H 0.8543 -0.9915 2.3896 0.059 -0.055 -0.040 0.0698
H -0.3584 -0.7617 1.1269 0.041 -0.018 -0.090 0.0364
H 1.5586 0.6184 0.5628 -0.002 -0.039 0.097 0.0762
H 1.4932 -0.7100 -0.5988 0.025 -0.128 0.066 0.0632
Cl -2.8044 -1.2710 -0.2948 0.079 0.119 0.029 0.5407
C -3.4127 -2.9135 -0.6453 0.230 -0.237 -0.062 -0.6999
C -2.3844 -3.7718 -1.3372 -0.011 -0.048 0.082 -0.6513
Cl -2.0541 -3.2210 -3.0025 0.062 0.041 -0.021 0.5341
H -4.3169 -2.8149 -1.2418 0.074 0.077 -0.026 0.0188
H -3.6824 -3.3537 0.3106 0.234 0.078 -0.157 -0.0204
H -2.7506 -4.7956 -1.4087 -0.084 0.061 -0.021 0.0795
H -1.4420 -3.7820 -0.7939 -0.013 0.091 -0.056 0.0197
Cl -5.7533 -3.8323 1.2548 -0.568 -0.310 0.144 0.5799
C -6.5356 -2.2361 1.1095 0.065 0.242 0.085 -0.6324
C -8.0084 -2.2936 1.4295 -0.038 0.064 0.059 -0.6547
Cl -8.9281 -3.1892 0.1947 0.012 -0.032 0.007 0.5466
H -6.3594 -1.8645 0.1029 -0.056 -0.077 0.004 0.0107
H -6.0292 -1.5725 1.8112 -0.024 -0.061 0.038 0.0700
H -8.4163 -1.2838 1.4591 0.073 0.000 -0.055 0.0765
H -8.1897 -2.7649 2.3934 0.036 -0.058 -0.068 0.0702
Cl -4.0218 -2.8411 4.0474 0.110 0.121 0.151 0.5475
C -2.3339 -3.2301 3.6250 0.007 -0.066 -0.159 -0.6695
C -1.4049 -3.1275 4.8084 0.057 -0.192 0.004 -0.6513
Cl -1.1893 -1.4403 5.3419 0.015 0.090 -0.021 0.5489
H -2.0269 -2.5653 2.8187 -0.045 0.037 0.057 0.0376
H -2.3342 -4.2514 3.2441 0.025 0.000 0.072 0.0777
H -0.4181 -3.5012 4.5362 -0.035 0.038 -0.069 0.0692
H -1.7679 -3.7074 5.6544 -0.061 0.096 -0.014 0.0716
Cl -5.7590 2.6736 -1.8990 0.020 -0.020 0.036 0.5425
C -4.8391 1.7253 -3.0938 0.094 0.034 -0.083 -0.6656
C -5.5953 0.5052 -3.5584 0.041 0.051 -0.205 -0.6391
Cl -5.7547 -0.7130 -2.2688 -0.131 0.008 -0.039 0.5842
H -3.8840 1.4555 -2.6468 -0.083 -0.050 0.057 0.0617
H -4.6480 2.3834 -3.9412 -0.075 -0.040 -0.012 0.0723
H -5.0589 0.0293 -4.3789 0.049 0.006 0.066 0.0757
H -6.5942 0.7602 -3.9062 0.006 0.006 0.119 0.0717
Cl -4.1671 3.4203 7.4751 0.000 0.011 -0.035 0.5393
C -3.5282 1.7611 7.3592 -0.040 -0.115 0.032 -0.6671
C -2.0198 1.7319 7.3378 0.014 -0.145 0.142 -0.6713
Cl -1.3559 2.4129 5.8292 0.031 0.023 -0.023 0.5177
H -3.9487 1.2990 6.4682 0.056 0.072 -0.017 0.0678
H -3.8935 1.2195 8.2311 0.071 0.030 0.011 0.0738
H -1.6714 0.7013 7.4004 -0.069 0.003 -0.050 0.0402
H -1.5964 2.2871 8.1723 -0.049 0.076 -0.081 0.0693
```
Forces are in eV/Å.

LUMO energy (Ha): -0.1818
Relative energy (zero: lowest compared OMol25 entry of this formula, charge and spin) (kcal/mol): 23.5
Total charge: +1
Electronic energy (Eh): -6489.60414

***

Formula: C19H41Cl2I2NOSTa
Source: the Open Molecules 2025 dataset
Level of theory: the ωB97M-V functional and the def2-TZVPD basis

XYZ file:
```
68
Properties=species:S:1:pos:R:3:forces:R:3:lowdin_charge:R:1
C 4.0125 -3.0822 1.1682 0.489 -0.073 0.222 -0.1313
C 4.3230 -1.5738 0.9142 0.382 -0.579 -0.255 -0.2701
C 3.5293 -0.8991 -0.2508 -0.536 0.357 -0.076 -0.2451
C 2.2147 -1.6139 -0.6806 0.286 -0.871 0.468 -0.3019
C 1.0901 -1.6985 0.4261 -0.965 0.300 -0.933 -0.3532
Ta -0.5746 -0.0686 0.2235 1.269 -0.286 -1.348 1.7043
S -2.5005 1.6436 -0.0389 0.074 -0.247 -0.179 0.3372
C 0.8626 1.4590 -0.7433 -0.597 0.759 -0.487 -0.3733
C 0.1634 2.5964 -1.6188 2.049 0.176 0.164 -0.3116
C 1.3406 3.3964 -2.3315 -0.364 0.622 0.051 -0.2026
C 1.7304 4.6887 -1.5233 0.301 -0.314 0.016 -0.2797
N 2.9730 4.4618 -0.7204 -0.485 0.297 -0.041 -0.0249
C -0.9106 -0.9291 -1.9155 -0.104 0.793 -0.008 -0.3270
C -2.2761 -0.5871 -2.5957 1.013 -0.997 -1.226 -0.3555
O -3.4341 -0.9539 -1.8498 -0.093 -0.064 -0.403 -0.2373
C -4.3235 -1.7342 -2.6334 -0.745 -0.687 -0.179 -0.2816
C -3.8762 -3.2246 -2.7897 0.849 0.495 0.667 -0.1062
C -2.1450 -1.5314 1.0393 -0.912 -0.063 1.011 -0.7837
Cl -2.2186 -3.1732 0.1763 0.214 0.466 0.419 0.5395
C -2.1495 -1.9142 2.5598 -0.290 -1.587 -0.361 -0.8139
C -0.8148 -2.3954 3.1844 -0.771 -0.128 0.907 -0.1483
Cl -3.0728 -0.7158 3.6132 0.672 -0.198 -0.551 0.5559
C -0.0835 0.9037 2.2674 -0.054 1.954 0.655 -0.8169
I 2.0795 0.9084 2.7434 0.018 -2.650 -0.981 0.7087
C -0.5295 2.4660 2.3732 0.110 -1.191 0.734 -0.8287
C -1.8851 2.6407 3.1410 0.738 0.944 0.085 -0.2451
I 0.9340 3.5564 3.6409 -1.246 2.304 0.392 0.5890
H 4.2799 -3.7189 0.2954 -0.182 0.421 0.492 0.0711
H 2.9651 -3.3004 1.4438 0.465 0.282 -0.248 0.0546
H 4.6385 -3.4146 2.0293 -0.341 0.099 -0.582 0.0668
H 5.4035 -1.5252 0.6342 -0.635 0.018 0.290 0.0953
H 4.2507 -1.0493 1.8871 -0.281 -0.079 -0.650 0.0403
H 4.1938 -0.8200 -1.1384 -0.352 -0.137 0.411 0.1017
H 3.2595 0.1478 0.0150 0.306 -0.616 -0.038 0.0457
H 1.8283 -1.1935 -1.6344 0.218 -0.041 0.698 0.0675
H 2.4698 -2.6738 -0.9382 -0.018 0.693 0.079 0.0922
H 0.5528 -2.6600 0.2108 0.123 0.701 0.263 0.0226
H 1.4741 -1.8021 1.4572 0.052 0.265 -0.582 -0.0130
H -2.6140 2.0061 -1.3480 0.288 -0.368 0.571 -0.2172
H 1.4839 2.0377 -0.0150 -0.372 -0.593 -0.189 -0.0023
H 1.5971 1.0083 -1.4551 -0.497 -0.068 0.637 0.0355
H -0.5526 2.1809 -2.3498 0.290 0.232 0.344 0.0607
H -0.3120 3.3543 -0.9607 -0.229 -0.804 -0.454 0.0584
H 2.2759 2.8010 -2.3863 -0.612 0.115 -0.014 0.0941
H 1.0861 3.6470 -3.3893 0.029 0.031 0.738 0.0947
H 0.9275 5.0029 -0.8205 0.038 -0.246 -0.661 0.0965
H 1.9435 5.5490 -2.1901 -0.174 -0.475 0.229 0.0939
H 2.9430 5.1629 0.0187 0.326 -0.137 -0.058 0.0523
H 2.9060 3.5746 -0.2257 -0.097 0.037 -0.135 0.0365
H -0.6991 -2.0234 -1.9754 -0.335 0.638 0.253 0.0295
H -0.1280 -0.4607 -2.5698 -0.517 -0.180 0.427 0.0425
H -2.3165 -1.1872 -3.5444 0.090 0.497 0.480 0.1031
H -2.2957 0.4728 -2.9479 -0.200 -0.468 0.634 0.0879
H -5.3161 -1.7420 -2.1307 0.644 0.291 -0.172 0.1164
H -4.4742 -1.2780 -3.6362 0.134 -0.103 0.448 0.1094
H -4.2411 -3.7192 -3.7081 -0.040 0.297 0.493 0.0669
H -4.1510 -3.7809 -1.8688 0.010 0.180 -0.745 0.0453
H -2.7613 -3.2335 -2.7970 -0.704 -0.115 -0.205 0.0554
H -3.1505 -1.0976 0.8358 0.696 -0.354 -0.017 0.0061
H -2.8116 -2.8101 2.6144 0.325 0.726 0.137 0.0551
H 0.0295 -1.6891 3.1596 -0.358 -0.327 -0.298 0.0286
H -1.0204 -2.6141 4.2597 0.164 0.188 -0.655 0.0735
H -0.5780 -3.3844 2.7354 0.131 0.828 -0.035 0.0782
H -0.5262 0.4211 3.1624 0.383 0.191 -0.461 -0.0329
H -0.4754 2.9898 1.4067 -0.054 -0.250 0.539 0.0086
H -2.7699 2.6948 2.4838 0.468 -0.524 0.238 0.0268
H -1.9474 1.8792 3.9380 -0.223 0.246 -0.568 0.0369
H -1.8262 3.6220 3.6632 -0.264 -0.622 -0.397 0.0179
```
Forces are in eV/Å.

LUMO energy (Ha): 0.0612
Relative energy (zero: lowest compared OMol25 entry of this formula, charge and spin) (kcal/mol): 53.7
Total charge: -1
Electronic energy (Eh): -2849.36235